Computed, not measured: a molecular structure, C23H55HfN3OP4S in a non-equilibrium geometry, with ωB97M-V/def2-TZVPD.

## Properties
E_LUMO   -15.04 eV
Total charge   +4
HOMO energy   -18.0 eV
Spin multiplicity   1
Kohn-Sham gap   2.95 eV

XYZ file:
```
88
Properties=species:S:1:pos:R:3:mulliken_charge:R:1
Hf 0.2089 0.2797 -0.2799 -0.218
P 2.2807 1.5226 0.7564 0.999
P -1.7255 2.0105 0.0946 0.882
P 0.8452 1.8130 -2.3526 1.044
H -0.6988 -2.6258 0.2637 -0.499
C -0.2816 -2.1065 -0.6159 -0.399
C 1.1423 -1.8189 -0.7102 -0.289
H 1.8213 -2.1121 0.1094 0.288
C 2.8176 0.9793 2.4264 -0.908
C 2.1474 3.3283 1.0847 -1.388
C 3.9049 1.4459 -0.0885 -1.223
C -3.3083 1.5570 -0.6903 -1.342
C -2.2952 2.2513 1.8176 -0.934
C -1.6158 3.7695 -0.3954 -1.335
C 2.2729 1.1534 -3.2956 -1.150
C 1.4231 3.5594 -2.2700 -1.610
C -0.4981 2.0924 -3.5838 -1.295
H -0.8165 -2.4925 -1.4983 0.406
H 1.6268 -1.8524 -1.6953 0.414
H 3.4841 0.1122 2.3310 0.429
H 1.9648 0.7019 3.0571 -0.149
H 3.3673 1.7956 2.9162 0.683
H 1.2413 3.5437 1.6657 0.307
H 2.0934 3.9009 0.1538 0.316
H 3.0276 3.6590 1.6552 0.564
H 4.1378 0.3988 -0.3212 0.412
H 4.6873 1.8428 0.5745 0.517
H 3.9018 2.0200 -1.0215 0.405
H -4.0434 2.3418 -0.4575 0.507
H -3.6666 0.5914 -0.3181 0.471
H -3.1693 1.4862 -1.7756 0.352
H -3.2664 2.7678 1.7901 0.660
H -1.5839 2.8861 2.3587 0.455
H -2.3998 1.2973 2.3515 0.050
H -2.4852 4.2921 0.0320 0.618
H -1.6347 3.8721 -1.4842 0.389
H -0.6998 4.2268 -0.0070 0.333
H 2.2343 1.5759 -4.3055 0.528
H 2.2533 0.0613 -3.3608 0.261
H 3.2067 1.4559 -2.8133 0.401
H 1.4920 3.9292 -3.3018 0.561
H 2.4144 3.6387 -1.8118 0.521
H 0.7117 4.1851 -1.7193 0.395
H -0.0816 1.9388 -4.5862 0.532
H -0.8703 3.1218 -3.5009 0.529
H -1.3376 1.4062 -3.4355 0.237
C -0.4995 -2.3971 -5.1647 0.411
C -1.5953 -2.2239 -6.0316 -0.363
C -1.7113 -2.9842 -7.1948 -0.582
C -0.7520 -3.9550 -7.5103 -0.400
C 0.2698 -4.2269 -6.5927 -0.604
C 0.3913 -3.4700 -5.4202 -0.355
S -0.0793 -1.1863 -3.9604 0.032
H -0.8181 -1.3635 -2.7884 -0.013
H -2.3009 -1.4237 -5.8042 0.341
H -2.5354 -2.7917 -7.8855 0.400
H -0.7723 -4.4822 -8.4761 0.418
H 1.0017 -5.0111 -6.8091 0.390
H 1.2006 -3.6323 -4.7114 0.333
C -2.8342 -1.3843 1.9325 -1.023
N -2.0417 -1.0250 3.1282 0.483
C -2.7526 -1.1519 4.4213 -0.914
P -0.4143 -0.8969 3.0278 -1.234
O -0.1397 -0.2259 1.6739 1.231
N 0.2499 -0.0567 4.2747 0.338
C 0.5901 -0.7492 5.5353 -1.179
C -0.1199 1.3563 4.5225 -0.708
N 0.3825 -2.3421 3.1452 0.250
C -0.1533 -3.5756 2.5661 -0.968
C 1.8594 -2.3061 3.1370 -0.724
H -3.0940 -0.4892 1.3474 0.032
H -3.7596 -1.8703 2.2749 0.616
H -2.3024 -2.0898 1.2824 0.196
H -2.1581 -1.7026 5.1658 0.300
H -3.0154 -0.1621 4.8248 0.268
H -3.6777 -1.7105 4.2449 0.441
H 1.5048 -0.3130 5.9587 0.383
H -0.2192 -0.6595 6.2764 0.361
H 0.7660 -1.8121 5.3474 0.455
H -0.1835 1.9359 3.5941 -0.079
H -1.0762 1.4350 5.0684 0.282
H 0.6684 1.8053 5.1436 0.457
H -0.0453 -3.5961 1.4787 0.468
H 0.4319 -4.4141 2.9575 0.425
H -1.1983 -3.7136 2.8482 0.340
H 2.2524 -2.0152 2.1506 -0.162
H 2.2362 -1.6121 3.8956 0.311
H 2.2139 -3.3142 3.3830 0.619
```

***

Computed, not measured: a molecular structure, C21H19BCrN9O5S in a non-equilibrium geometry, with ωB97M-V/def2-TZVPD.

## Properties
E_LUMO (spin up / spin down)   0.14 / -2.54 eV
Total charge   0
HOMO energy (spin up / spin down)   -8.1 / -9.0 eV
Spin multiplicity   6
Kohn-Sham gap (spin up / spin down)   8.27 / 6.49 eV

XYZ file:
```
57
Properties=species:S:1:pos:R:3:mulliken_charge:R:1
Cr 0.5413 -0.7316 0.4769 -0.128
C -2.3881 1.8062 -1.1118 -1.273
C -1.9435 0.7942 -0.2643 -0.461
N -0.6193 0.6989 -0.3330 0.386
N -0.1904 1.6329 -1.1884 0.109
C -1.2376 2.3197 -1.6715 -0.071
B 1.2885 2.0654 -1.1689 0.751
N 2.2075 0.8639 -1.4248 0.373
C 3.2425 0.7870 -2.2771 -0.093
C 3.7894 -0.4744 -2.1756 -1.314
C 3.0181 -1.1147 -1.2090 -0.403
N 2.0732 -0.2903 -0.7627 -0.085
N 1.5392 2.5213 0.2674 0.492
C 1.4194 3.7330 0.8412 -0.132
C 1.5386 3.5733 2.2028 -1.219
C 1.7149 2.1958 2.3749 -0.190
N 1.6997 1.5758 1.2074 -0.592
N 1.5323 3.1116 -2.2284 0.475
C 2.4335 4.1225 -2.2801 -0.362
C 2.3703 4.6798 -3.5354 -0.923
C 1.3993 3.9195 -4.2017 -0.298
N 0.9152 2.9873 -3.4121 -1.032
H -3.3978 2.1182 -1.2837 0.446
H -2.5182 0.1681 0.3930 0.438
H -1.1042 3.1082 -2.3819 0.555
H 3.5401 1.6086 -2.8953 0.423
H 4.6190 -0.8775 -2.7193 0.427
H 3.0979 -2.1200 -0.8370 0.510
H 1.2582 4.6172 0.2581 0.585
H 1.4966 4.3319 2.9580 0.437
H 1.8470 1.6420 3.2838 0.479
H 3.0609 4.3582 -1.4425 0.626
H 2.9258 5.5110 -3.9180 0.447
H 1.0463 4.0085 -5.2090 0.482
O -1.0572 -2.1536 -1.0494 -0.723
C -1.5988 -2.2749 0.0495 0.504
N -1.0410 -1.7657 1.1631 0.312
S -1.8993 -2.1600 2.5148 0.954
O -2.2585 -0.9644 3.2190 -0.670
O -1.1952 -3.1642 3.2702 -0.701
C -3.2635 -2.9006 1.6294 0.347
C -4.4651 -3.3976 2.0700 -0.721
C -5.3384 -3.9259 1.1233 -0.468
C -4.9869 -3.9628 -0.2207 -0.551
C -3.7655 -3.4711 -0.6528 -0.571
C -2.9000 -2.9279 0.2899 0.122
H -4.7242 -3.3747 3.1164 0.469
H -6.2947 -4.3183 1.4365 0.409
H -5.6830 -4.3677 -0.9406 0.404
H -3.4798 -3.4888 -1.6922 0.537
C 1.7627 -3.0734 3.6497 -0.729
O 1.5653 -1.9829 2.7064 -0.133
C 1.4190 -2.2955 1.4594 0.911
O 1.5951 -3.3305 0.8766 -0.462
H 1.7938 -2.6103 4.6305 0.249
H 2.6912 -3.5969 3.4224 0.300
H 0.9085 -3.7465 3.5940 0.343
```

***

Asked for DFT total energy across the records above, the calculation gives -80519.19850 -85668.26020 eV in order.